Record 1
187
Properties=species:S:1:pos:R:3:lowdin_charge:R:1 method="wB97M-V/def2-TZVPD" homo_lumo_gap_ev=8.144 homo_energy_ev=-6.5 charge=-1
H -0.14029 -5.51669 -2.08362 0.0931
H -2.58582 -6.73467 -2.53400 0.1222
H 0.17417 8.16081 1.01043 0.1278
C 0.38308 -0.34061 -6.49959 -0.1580
H 5.44106 2.16570 5.11146 0.1305
H -7.27647 -0.92597 2.35557 0.1207
H 4.41160 -4.65874 5.41073 0.1309
O -1.07862 -6.11051 3.48697 0.0238
H -6.09200 -1.61867 -4.57183 0.1210
O 5.18010 4.51540 -3.67143 0.0093
H -0.68649 5.44750 -1.91016 0.0980
H -6.36144 -0.23018 0.16017 0.1068
H -3.13466 1.71039 5.94590 0.1251
C -1.93083 -6.22292 -3.23357 -0.1319
O -2.70649 -3.35670 -4.96891 0.1113
O 3.14888 -5.72456 3.04155 0.1153
C -1.71352 -0.49461 -7.55875 -0.4620
H 0.98644 -1.18972 -6.82370 0.1222
C -5.28065 -1.35334 -3.89021 -0.1216
H 2.83170 -5.40424 5.70131 0.1283
C 3.94547 1.19747 6.36073 -0.1432
S 0.10216 -1.28463 -0.33535 0.6633
S -1.00759 0.67451 -1.64834 0.5791
O -0.81847 5.31681 3.86871 0.0498
C 0.37036 -0.97215 1.51335 -0.6398
C 2.81984 -3.19710 5.48494 -0.1527
C 2.60539 -6.40654 -2.01850 -0.0678
H 0.27494 2.35238 3.19279 0.1074
H -2.29512 -5.48234 1.89890 0.1267
H 2.20152 -7.24180 -1.44731 0.1267
F -0.00008 3.11026 -1.67711 0.1293
H -0.50302 -5.11267 0.45300 0.0972
N 0.36345 0.22316 -1.06297 -0.2994
O 2.77331 0.82394 4.28597 0.0065
H -4.24271 -0.53305 4.91665 0.1106
H -1.00929 -3.07686 -2.95992 0.1105
C -3.21286 -0.19581 4.79702 -0.1597
C 4.04631 -6.63764 -2.41153 -0.4891
C 4.86847 -1.63109 0.19666 -0.1839
H -4.55649 3.75425 1.60674 0.1429
H 4.46533 -0.06963 1.24758 0.0152
H -1.29902 -6.90112 -3.80794 0.1255
O 0.05849 -1.11958 5.81427 0.1138
H -0.50574 8.17286 -1.58883 0.1184
H 2.73206 6.62851 -4.37939 0.1078
H -1.69765 -4.81688 -1.63235 0.1139
H 1.35133 -6.94684 1.60345 0.1033
O -2.69106 -5.45751 -4.19374 0.0345
H -1.52179 -0.18032 -5.43150 0.1076
C 4.12384 0.80318 3.99446 -0.4456
C -4.33784 -0.42361 -4.69049 -0.1485
C -0.48587 2.24144 -2.56982 -0.6409
C -2.18605 -1.31952 4.82290 -0.0447
H 5.78898 0.54434 5.32986 0.1249
C 4.92956 1.20574 5.20617 -0.0743
C -3.78618 4.05216 -0.35167 -0.1111
O 1.20497 -2.10588 -0.76998 -0.2782
C -3.56437 5.22584 -1.03908 -0.1025
H -0.03718 -4.15047 -4.06148 0.1343
H -1.81120 -1.60093 3.84660 0.0967
O 1.94490 6.03002 1.31456 0.1267
H 0.64916 -4.70574 1.81004 0.1030
C 2.44506 2.54972 0.93044 -0.1453
H -1.41106 -4.18184 2.73842 0.0999
C -2.22898 -4.19313 -4.24934 -0.4738
H -3.35984 0.34591 6.89699 0.1250
H 4.05297 0.28127 6.93811 0.1101
O -2.76086 -0.88269 -7.99151 0.1149
C 2.92859 -0.78683 -3.75820 -0.1703
O -1.22786 -1.82997 -0.39601 -0.2916
H -4.82295 -2.28245 -3.56258 0.1126
C -4.69955 0.96077 -4.17360 -0.0553
F -0.49005 -0.00057 1.88298 0.1141
C -5.69176 -0.13256 1.01038 -0.1425
C -3.92791 6.29604 -0.18514 -0.1311
C 0.28021 -6.76686 1.66852 -0.0791
F 1.59528 -0.53448 1.72165 0.1664
H 5.23699 -1.82602 -0.81424 0.0769
F 0.42925 1.97029 -3.49109 0.1506
H 1.90747 0.52676 6.10816 0.1067
H 2.33333 4.32460 -4.38335 0.1294
H 5.70900 -1.94091 0.83916 0.0747
H -3.88199 7.35292 -0.39458 0.0914
H 0.72605 6.39586 -2.49704 0.1125
O -5.43318 -1.85272 2.61148 0.0119
C -0.95646 3.80616 2.04189 -0.1177
H 3.58341 6.63518 -2.87378 0.1152
H 2.59756 -4.23462 -1.61287 0.1069
C -2.83207 0.66319 5.98560 -0.1746
H -0.19448 -7.45945 0.96783 0.1229
H 3.64892 -1.58748 -3.54972 0.0713
H 3.98730 -1.98049 4.23967 0.1240
H 1.70998 1.27687 -0.36919 0.0061
O 0.27608 -7.83115 3.90562 0.1180
O 4.85146 -6.02486 -1.51497 0.0264
H -1.75633 3.27473 1.52185 0.0937
H 2.24356 -1.74819 3.97983 0.1013
C -0.42622 7.33184 -0.89468 -0.1524
H -4.52380 -0.58714 -5.75112 0.1135
H -2.42448 5.31512 2.53069 0.0939
O -1.92137 1.10216 -0.60337 -0.3071
C 0.60249 7.65932 0.14409 -0.0879
C -5.24317 0.64697 -2.80987 -0.4900
H 2.17695 2.24541 5.75511 0.1175
C -0.17876 -5.32883 1.46875 -0.1534
O 4.53722 -0.27164 0.30234 -0.1180
O 2.55046 1.74327 -0.21617 -0.1305
H 0.91838 0.10317 -5.65883 0.0935
H -3.73780 1.46556 -4.07244 0.1113
C -6.20897 -0.70304 2.31039 -0.1799
O 4.55321 0.53995 2.91560 0.1280
C -4.39028 -0.89022 0.72399 -0.0527
C 3.15016 -4.72308 3.70020 -0.4676
H 2.25026 4.58483 -2.56220 0.0989
H -0.16893 3.77443 1.28868 0.0869
H -1.14602 -1.83770 -6.04543 0.1101
H -1.40191 2.46310 3.70215 0.1162
H 4.69396 5.43170 -5.45020 0.1216
C 2.59266 1.24271 5.65706 -0.1407
C -1.04902 -0.76909 -6.21514 -0.0613
C -1.37277 -5.21975 2.41838 -0.1595
H 3.99987 -2.26374 0.42133 0.0581
H -0.88653 5.95048 1.84938 0.1026
H -1.41954 7.11266 -0.50831 0.0848
N -4.31969 4.38626 0.86525 0.0204
C -1.34048 5.23123 2.52334 -0.0945
O 2.89386 -3.51315 3.15917 0.0358
C 4.09876 3.85765 -3.15413 -0.4702
H 1.38793 8.35304 -0.17457 0.1335
H 4.06643 -6.07964 0.35775 0.1204
C 4.11290 -5.37686 -0.47952 -0.1358
O -5.77198 -0.57821 -2.77640 0.0328
C 0.12777 6.10775 -1.63222 -0.1094
C -1.10173 -5.18420 -2.47140 -0.1509
H 1.09196 0.89440 -8.12289 0.1235
C 2.84095 4.64115 -3.47308 -0.0730
C 3.40987 6.03061 -3.76816 -0.1674
O 1.08467 5.51592 -0.68610 0.0018
H -5.39922 0.91064 1.11942 0.1032
H 1.78865 -3.05455 5.81710 0.1023
O 4.48704 -7.23817 -3.34587 0.1143
C 1.28444 6.33818 0.36219 -0.5105
C 2.72247 -5.18111 -1.08958 -0.1427
C -1.06027 -0.71861 5.66452 -0.4531
H 1.79963 3.41917 0.76820 0.0408
C 4.76132 5.68380 -4.38825 -0.1664
O -5.29920 1.42375 -1.89135 0.1048
O -1.50754 -0.21949 -2.67785 -0.2988
O 0.05313 4.00175 5.42858 0.0908
H -2.69431 -2.10500 5.38311 0.1404
O 2.79784 -0.03873 -2.57706 -0.1277
H 2.02848 -1.29203 -4.12486 0.0623
H 3.32343 -2.62361 6.26916 0.1110
O 4.20386 2.93976 -2.41113 0.1723
H 1.99446 -6.14404 -2.87780 0.1092
F 0.08122 -2.04553 2.22943 0.1552
H 4.56960 -4.44945 -0.14582 0.1112
C -0.32126 4.16006 4.28922 -0.4894
H 0.03961 1.70238 -7.00955 0.1234
F -1.54321 2.80234 -3.16250 0.1288
O -0.94341 0.35220 -8.29723 0.0270
H -3.71042 3.02828 -0.68250 0.0885
H -3.19487 0.41649 3.89004 0.1120
H -4.37563 -1.28739 -0.28938 0.1266
C -0.15357 -7.04835 3.11588 -0.4637
C 0.18573 0.75189 -7.53321 -0.1760
H 1.97357 -0.19683 -2.08853 0.0093
H -3.14852 5.37289 -2.02287 0.0908
H 2.00959 -5.18776 -0.26212 0.0928
H 3.43494 2.95718 1.14923 0.0918
O -1.44002 0.46962 6.17711 0.0357
H 5.52878 6.43702 -4.22453 0.1202
O -3.48224 -2.75145 2.09211 0.1134
C -4.31221 -1.93083 1.83021 -0.4427
C -4.37032 5.74719 0.98710 -0.1703
H -4.69456 6.22559 1.89672 0.1080
C 3.34232 -4.58559 5.19949 -0.0597
H 2.12522 1.96946 1.80517 0.0552
H -5.36218 1.52883 -4.82050 0.1315
H 3.33028 -0.14427 -4.54445 0.0735
C -0.94410 -4.03674 -3.47092 -0.0534
C -0.56023 3.03730 3.30825 -0.0501
H 3.98861 2.11188 6.94667 0.1140
H -3.51622 -0.23776 0.75939 0.1039
H -6.12592 0.05149 3.10409 0.1095
H -3.31266 -0.72848 -4.50013 0.0710
C 3.02345 -2.48555 4.14047 -0.1515

=====

Record 2
25
Properties=species:S:1:pos:R:3:nbo_charge:R:1 method="wB97M-V/def2-TZVPD" e_above_lowest_kj_mol=677.4 homo_lumo_gap_ev="7.889 / 6.711" homo_energy_ev="-13.6 / -13.7" charge=+1
C -0.77050 1.72219 -1.21701 -0.5798
N -3.18782 -0.29183 -0.15394 0.4550
H -0.70408 2.59587 0.95548 0.2403
N -0.80558 -1.84995 -0.01379 -0.4245
C -0.84333 1.56208 1.33355 -0.5805
H -1.84273 1.39729 1.75142 0.2432
C 2.87260 -1.68611 0.05694 -0.1963
H 0.18887 1.78919 -1.73439 0.2373
H -1.52771 1.39826 -1.94887 0.2401
O -3.69183 0.78381 -0.12778 -0.2995
H -1.17946 -2.72994 0.41419 0.4616
C 1.62190 -2.31875 -0.04549 -0.1371
H 3.64863 -2.36743 -0.21007 0.2490
H -1.10757 2.65257 -0.88562 0.2332
H 1.41753 -3.36326 -0.03454 0.2389
H -0.03440 1.31612 2.08519 0.2425
H 2.09576 1.53395 -0.16907 0.2473
C -0.70148 0.78791 0.01506 -0.2629
O -3.62878 -1.42480 -0.15787 -0.3243
C 0.45414 -1.48004 -0.07335 0.1691
H 3.91356 0.11574 0.21830 0.2397
C -1.71739 -0.23798 -0.00298 0.5169
C 3.01018 -0.33480 -0.04501 -0.0777
C 0.63889 -0.04184 0.01764 0.0861
C 1.88061 0.47173 -0.02798 -0.2176

=====

Record 3
105
Properties=species:S:1:pos:R:3:lowdin_charge:R:1 method="wB97M-V/def2-TZVPD" e_above_lowest_kj_mol=19.4 homo_lumo_gap_ev=7.041 homo_energy_ev=-16.1 charge=+3
N -0.88679 1.40572 1.69065 -0.0246
Si -2.88370 -1.77723 -0.78474 0.3725
Sb -0.40100 -1.08669 -1.36688 1.0210
C 1.01229 0.84694 -4.11698 -0.2043
C -0.84058 -3.64494 4.70823 -0.9367
C 4.38680 -0.63040 1.55121 -0.3514
H 0.98816 1.73329 -3.48127 0.0040
H -3.88148 0.42474 -1.41306 0.0124
C -3.10487 -1.68057 1.05908 -0.2048
Br 1.18732 4.68082 -0.60214 0.8852
C -4.39707 3.38218 -0.97138 -0.0412
C -2.30470 3.28050 -1.95253 -0.2575
H 0.66509 -5.38165 -2.62699 0.0590
H -4.04362 -0.74552 -2.73140 0.0302
H -2.80859 -0.12529 -4.59592 0.0463
Si 1.07334 -3.25437 -1.57037 0.3533
C 2.54428 -0.60261 3.65629 -0.3985
C 4.84940 0.76187 1.92845 -0.0970
H 3.26252 -1.23691 5.56326 0.1004
Si -0.46427 -0.26879 -3.87518 0.3761
H -2.30707 -4.19350 -0.91963 0.0327
H 3.12325 -2.56170 4.40828 0.0875
H 4.24706 1.52865 1.45084 0.0418
H -0.57810 3.03375 -3.22050 0.0488
H 0.24920 -4.56505 0.35828 0.0331
H -1.98505 -0.33754 5.80708 0.1053
H 4.96898 -1.40887 2.05279 0.1073
C 3.40838 -1.51551 4.52056 -0.0854
C -3.01684 -3.52200 -1.40459 -0.2064
Cl -0.19644 -2.89841 3.20897 0.5530
H -1.99937 3.78298 -3.99166 0.0999
H 4.71249 0.69158 -2.61456 0.1400
H 3.38031 -3.47715 -2.38022 0.0577
C -1.30262 0.27137 5.22714 -0.0460
H -1.90327 1.31676 -5.03005 0.0558
C 0.27946 -4.37665 -2.82408 -0.1894
C 0.55721 1.79367 5.10507 -0.1227
C -2.66001 2.33020 0.25191 -0.0689
H 4.83852 0.92499 3.00387 0.0823
H -0.75756 -4.71874 4.59666 0.0390
H 2.64354 -2.03613 -3.07958 0.0261
H 1.95276 0.31943 -3.95120 0.0208
N -3.57470 3.64863 -1.98937 0.1721
H 3.49065 4.80683 -2.30762 0.1362
C -1.46783 0.35175 3.85122 -0.0371
H 0.53183 -4.12506 -3.85123 0.0250
H 5.81358 2.56948 -3.67455 0.1506
C -0.30833 -1.77060 -4.95725 -0.2046
H -2.51498 1.12409 -3.38631 0.0043
H -4.02273 -3.88570 -1.17271 0.0588
H -4.84727 3.93487 2.71490 0.1156
H -2.89185 -3.59011 -2.48599 0.0360
C -4.97739 2.53762 1.33043 -0.1728
H -2.45288 -2.36578 1.60270 -0.0061
H 1.48507 -0.73272 3.87493 0.0475
H 1.00656 1.18459 -5.15782 0.0620
C -0.29603 0.98933 5.85408 -0.0334
H 2.80333 0.44957 3.74101 0.0621
O -0.58180 2.07093 -0.80035 -0.2937
H -0.80399 -4.42911 -2.73602 0.0127
C 4.07129 1.47312 -2.22807 0.0375
H 3.23016 -2.02372 -1.40355 0.0015
C 3.02418 1.16048 -1.40604 -0.1546
C -1.83493 2.54848 -0.84975 -0.2375
Cl -2.51979 -3.19880 4.95793 0.5778
H 5.88102 0.88055 1.59688 0.1024
O -4.49071 3.05380 2.56046 -0.0442
H -4.14069 -1.95356 1.28365 0.0617
H 1.64138 -3.59944 0.85728 -0.0239
H -1.02775 -2.55329 -4.71689 0.0354
C 0.38449 1.86952 3.73322 -0.6372
O 5.23117 3.26670 -3.34221 0.1643
H 4.48160 -0.83208 0.48522 0.0796
H -0.24899 -3.27492 5.53627 0.0329
S 2.68752 -1.09680 1.94077 1.0347
H -5.06398 -0.88017 -1.30567 0.0600
C -4.00132 2.75798 0.19641 -0.1156
H -5.94280 2.96764 1.06322 0.1365
I 1.58543 3.11246 2.58757 1.1810
H 1.32760 2.37650 5.59241 0.1152
H -2.26359 -0.20283 3.37254 0.0994
H 2.82718 0.12464 -1.16081 0.0752
H 0.69491 -2.19671 -4.95148 0.0307
H -5.42223 3.71312 -1.09408 0.1360
C -2.10498 1.81947 1.47665 0.0053
H 4.47120 -1.41240 4.30646 0.0806
C -4.05599 -0.62562 -1.64968 -0.1843
C 2.72999 -2.62513 -2.16399 -0.2052
C -1.41618 3.71188 -3.07674 -0.0096
H -0.18403 0.94622 6.92909 0.1268
Ti 0.55320 1.09573 0.19736 0.7664
H -2.94511 -0.67094 1.43566 -0.0076
C 3.37185 3.76355 -2.05284 -0.0029
N 2.16121 2.05889 -0.87809 -0.0797
C -2.07563 0.59429 -4.22769 -0.1925
H -1.01620 4.70482 -2.86303 0.0830
C 1.21447 -4.17006 0.03754 -0.2157
H 1.86926 -5.02690 -0.15184 0.0567
H -2.75893 1.88335 2.34255 0.1367
H -5.13873 1.46612 1.47722 0.1328
C 4.26597 2.81846 -2.56408 -0.2727
C -0.62874 1.15998 3.09800 -0.3308
H -0.51657 -1.44262 -5.98089 0.0601
O 1.74486 -0.12395 1.14487 -0.7020
C 2.34939 3.35047 -1.23558 -0.6864

=====

- Which of these has the highest charge?
  C33H55BrCl2IN3O4SSbSi3Ti

=====

- Look up the charge of the first one.
  -1

=====

- The lowest charge belongs to which entry?
  C57H89F6N2O31S2